{"formula": "C4H38O14", "method": "ωB97M-V/def2-TZVPD", "spin_multiplicity": 1, "gap_ev": 10.7, "e_homo_ev": -10.51, "species": ["C", "C", "C", "C", "H", "H", "H", "H", "H", "H", "H", "H", "H", "H", "H", "H", "O", "H", "H", "O", "H", "H", "O", "H", "H", "O", "H", "H", "O", "H", "H", "O", "H", "H", "O", "H", "H", "O", "H", "H", "O", "H", "H", "O", "H", "H", "O", "H", "H", "O", "H", "H", "O", "H", "H", "O"], "positions_angstrom": [[-0.44025, -0.47685, -1.83650], [0.33868, -0.35845, -0.52353], [-0.22836, 0.61355, 0.51471], [0.83783, 1.14991, 1.48669], [-0.78840, -1.47694, -2.08192], [0.25318, -0.12973, -2.61569], [-1.32466, 0.15981, -1.89180], [1.33992, 0.04939, -0.65944], [0.41910, -1.37468, -0.12593], [-1.02899, 0.09424, 1.06168], [-0.75555, 1.46681, 0.06687], [1.16965, 0.33641, 2.09594], [0.40595, 1.98005, 2.03811], [1.74310, 1.44876, 0.95443], [-2.70857, -0.66873, -0.03785], [-2.85987, -1.98191, -0.84926], [-2.57087, -1.62262, -0.00639], [0.43495, -2.56335, 2.84973], [1.65699, -1.65561, 2.60613], [0.89894, -1.80911, 3.24277], [1.57057, -3.35335, -0.10799], [2.26406, -2.78757, -1.37273], [2.43929, -3.06118, -0.42017], [0.12693, 2.57826, -1.54478], [1.15869, 3.74241, -1.64301], [1.07204, 2.79154, -1.56241], [-3.57307, 2.23706, 0.00462], [-4.39982, 2.13992, -1.31923], [-3.59601, 1.82843, -0.89395], [-0.89890, -4.15717, 1.00405], [-1.29238, -2.60284, 0.86710], [-0.65479, -3.25806, 1.22908], [1.07342, 2.25856, -4.36234], [-0.26730, 1.79259, -3.90665], [0.36616, 1.66148, -4.63021], [3.52995, -1.91312, -2.72187], [2.26719, -1.49814, -3.25593], [2.63756, -2.28591, -2.83058], [2.64847, -1.82571, 0.66652], [3.57057, -0.79413, 1.35603], [2.65160, -1.08833, 1.35355], [-2.63987, -0.52964, 2.98229], [-2.06539, 0.42359, 4.02496], [-2.72625, 0.37111, 3.30680], [3.29182, 0.57089, -1.27888], [3.66749, -0.61056, -0.37214], [3.87825, -0.18946, -1.22150], [-1.92081, 2.87385, -3.39918], [-2.15929, 2.07678, -2.04122], [-1.50314, 2.52234, -2.60907], [-1.89220, 2.67854, 1.57935], [-2.91514, 1.76362, 2.26656], [-2.81314, 2.40467, 1.53392], [0.41072, 0.29153, 4.99714], [0.16198, -0.46819, 3.72418], [-0.26200, 0.23526, 4.30897]], "forces_ev_per_angstrom": [[0.612, 0.668, -0.517], [-0.311, 0.181, 0.342], [-0.450, -0.246, 0.314], [-0.562, -0.232, -0.865], [0.261, -0.198, 0.079], [-0.547, -0.198, -0.241], [0.121, 0.050, 0.140], [0.052, -0.506, -0.596], [0.232, 0.410, 0.348], [0.227, 0.234, 0.256], [0.244, -0.183, -0.378], [-0.115, 0.100, 0.698], [0.311, -0.007, 0.385], [-0.243, 0.413, -0.195], [-0.048, 0.074, -0.170], [-0.058, 0.168, -0.061], [-0.127, -0.200, 0.332], [-0.241, 0.150, 0.003], [-0.725, 0.014, 0.755], [1.017, -0.493, -0.825], [0.114, -0.095, 0.170], [0.500, -0.075, 0.827], [-0.714, -0.077, -0.341], [0.186, 0.406, -0.283], [-0.250, 0.105, 0.026], [0.438, -0.442, 0.135], [0.396, -0.328, -0.132], [-0.047, -0.033, -0.002], [-0.222, -0.019, -0.078], [-0.423, 0.127, -0.137], [0.055, -0.665, -0.058], [0.495, 0.408, 0.171], [0.127, -0.085, -0.092], [0.033, -0.243, -0.003], [-0.010, 0.208, 0.153], [0.083, -0.510, 0.491], [-0.737, -0.317, 0.026], [0.555, 0.978, -1.087], [-0.280, 0.175, 0.402], [-0.045, 0.011, 0.703], [0.951, -0.663, -0.874], [-0.049, -0.013, -0.067], [0.190, 0.004, -0.326], [-0.313, -0.068, 0.364], [-0.089, 0.111, 0.073], [-0.164, 0.359, -0.704], [0.352, -0.192, 0.115], [-0.343, 0.022, 0.188], [-0.451, 0.368, -0.166], [0.351, -0.091, -0.003], [-0.025, 0.001, -0.033], [0.111, -0.218, -0.098], [-0.135, 0.408, 0.232], [-0.291, 0.201, 0.182], [-0.717, 0.422, 0.503], [0.724, -0.376, -0.079]]}

{"formula": "C4H39NO15", "method": "ωB97M-V/def2-TZVPD", "spin_multiplicity": 1, "gap_ev": 8.6, "e_homo_ev": -8.63, "species": ["C", "N", "C", "C", "C", "H", "H", "H", "H", "H", "H", "H", "H", "H", "H", "H", "O", "H", "H", "O", "H", "H", "O", "H", "H", "O", "H", "H", "O", "H", "H", "O", "H", "H", "O", "H", "H", "O", "H", "H", "O", "H", "H", "O", "H", "H", "O", "H", "H", "O", "H", "H", "O", "H", "H", "O", "H", "H", "O"], "positions_angstrom": [[2.30065, 0.37152, 1.54890], [1.02288, 0.62035, 0.86480], [0.47768, -0.61588, 0.30756], [1.71393, -0.34718, -1.95802], [1.07481, -1.06865, -1.02201], [2.10447, 0.42480, 2.62031], [3.01272, 1.22066, 1.48861], [3.03269, -0.39663, 1.22242], [1.01449, 1.46643, 0.24190], [0.61082, -1.52790, 1.05618], [-0.61530, -0.44042, 0.10037], [1.89217, -0.78550, -2.91719], [1.92102, 0.78312, -1.89752], [0.97062, -2.09385, -1.05649], [0.95461, -3.96789, -1.45712], [2.12550, -4.33099, -2.30791], [1.50971, -4.68563, -1.65383], [-1.82290, -0.86785, -1.88559], [-2.93447, 0.09822, -1.72269], [-2.10056, 0.02565, -2.11269], [0.06827, 3.36753, -0.93406], [-0.64368, 2.18885, -1.58671], [0.16897, 2.42222, -1.15036], [-1.42210, 1.02310, 0.68435], [-1.56435, 2.37548, 0.06974], [-2.15508, 1.72904, 0.46593], [-1.47291, -3.18815, 1.69619], [-0.92792, -4.24189, 0.63724], [-0.80926, -3.35988, 0.96279], [-3.24972, 3.41948, -2.46117], [-2.49865, 2.34780, -3.20519], [-2.69297, 3.29779, -3.15897], [-1.85402, -1.96396, 3.94082], [-3.25288, -2.22796, 3.39718], [-2.40011, -2.69359, 3.57944], [2.45251, 4.55756, 2.67366], [2.17292, 4.66875, 1.14244], [1.75377, 4.49702, 1.98958], [-1.92643, -2.85130, -0.72035], [-3.37778, -2.12090, -1.17643], [-2.50221, -2.45915, -1.33571], [-0.60814, 4.77532, 1.53062], [0.56246, 5.06866, 0.59603], [-0.34861, 4.65034, 0.61163], [2.63705, -5.19166, 0.14324], [1.74562, -4.25270, 0.77268], [2.69952, -4.40903, 0.66987], [3.94387, 3.19884, -2.10204], [2.82074, 4.19527, -2.33669], [3.70063, 4.11760, -2.07001], [-3.87651, 1.72344, 3.02515], [-4.23908, 1.48256, 1.78395], [-4.71429, 1.53337, 2.59728], [3.55587, -2.64734, -2.78703], [2.13903, -2.62819, -3.47777], [2.89008, -3.17500, -3.21856], [-0.07913, -0.69355, 4.45723], [0.18318, -1.37216, 3.13087], [-0.46750, -0.85746, 3.61202]], "forces_ev_per_angstrom": [[0.965, 1.965, 0.302], [0.879, -0.150, -0.165], [0.242, 0.000, 0.253], [-0.762, 1.363, 0.965], [0.655, 2.487, 0.620], [0.161, -1.014, 0.238], [-0.707, 0.283, -0.431], [-1.235, -0.473, 0.072], [-0.030, -1.737, 0.610], [-0.425, 2.149, -1.416], [0.790, -0.675, 0.277], [0.499, -0.149, -0.325], [-0.567, -1.972, 0.156], [-0.257, -2.156, -1.017], [-1.110, 1.361, 0.395], [0.253, 0.106, -0.034], [0.131, -2.191, -0.374], [0.023, -0.341, -0.134], [-1.954, 0.419, 1.039], [2.016, 0.702, -1.262], [-0.086, -0.390, 0.081], [-0.528, -0.433, -0.668], [0.531, 1.037, 0.051], [-2.182, 1.862, -0.289], [-0.094, 0.509, 0.096], [1.934, -2.194, 0.833], [0.860, -0.477, -0.766], [-0.290, -0.939, 0.147], [-0.720, 1.101, 0.766], [-2.430, 0.438, 3.025], [-0.183, 0.287, 0.048], [2.678, -0.900, -2.993], [0.086, -0.404, -0.455], [0.869, -0.736, 0.193], [-1.167, 0.808, -0.258], [-0.445, 0.028, -0.764], [0.688, -0.192, 0.143], [0.833, 0.021, 1.106], [0.184, -0.519, 2.338], [0.005, -0.516, 1.182], [-0.172, 0.608, -3.169], [0.045, -0.201, -0.034], [-2.184, -0.645, 0.125], [1.181, 1.056, -0.702], [0.373, -0.740, -0.859], [0.472, 0.389, 0.220], [-0.568, 0.610, 1.204], [-0.063, -0.518, -0.090], [-2.168, -0.061, -0.769], [2.152, 0.556, 0.902], [-0.067, 0.266, 1.564], [-0.321, -0.296, -2.242], [0.555, 0.048, 0.570], [0.051, 0.542, 0.232], [0.416, 0.173, 0.116], [-0.077, -0.457, -0.887], [0.531, 0.304, 0.869], [0.178, -0.080, -0.215], [-0.446, 0.080, -0.423]]}

{"formula": "C4H3Br", "method": "ωB97M-V/def2-TZVPD", "spin_multiplicity": 1, "gap_ev": [6.3, 7.9], "e_homo_ev": [-7.80, -8.78], "species": ["C", "C", "C", "C", "Br", "H", "H", "H"], "positions_angstrom": [[0.57844, 0.16011, 1.33228], [-0.03513, -1.04577, 1.59018], [0.83632, 1.13338, 0.65961], [-0.98050, -0.27340, -1.19915], [-0.91805, -1.56925, 0.19203], [1.51634, 2.01351, 0.52701], [-0.16859, 0.37467, -0.98821], [-0.82883, -0.79325, -2.11375]], "forces_ev_per_angstrom": [[-1.412, -2.030, -0.100], [1.375, 0.612, 2.665], [2.926, 3.407, -0.049], [-0.442, -0.838, 0.776], [-1.336, -0.333, -2.493], [-1.369, -1.063, -0.103], [0.542, 0.873, 0.146], [-0.285, -0.627, -0.842]]}

{"formula": "C4H3Br2NO2S", "method": "ωB97M-V/def2-TZVPD", "spin_multiplicity": 1, "gap_ev": [6.8, 6.8], "e_homo_ev": [-8.50, -8.50], "species": ["C", "C", "C", "C", "N", "O", "O", "S", "Br", "Br", "H", "H", "H"], "positions_angstrom": [[0.17880, -1.80242, -0.15988], [0.68379, 1.16577, -0.28024], [0.12442, 1.03608, -1.44287], [0.14714, -1.12184, 0.96839], [0.31094, -2.33832, -1.19531], [0.10489, 1.68797, 2.39471], [-1.16402, 2.72663, 0.51137], [-0.46357, 1.62763, 1.10362], [1.54824, -1.29702, 2.23902], [-1.54845, -1.06386, 1.92942], [0.16759, -2.67293, -2.17964], [-0.94338, 1.04249, -1.64653], [0.85362, 1.00983, -2.24205]], "forces_ev_per_angstrom": [[0.343, -0.505, -0.492], [0.166, 0.092, 0.857], [-0.081, 0.065, -0.833], [-0.726, -0.587, 2.441], [-0.764, -0.809, -2.129], [0.099, 0.157, 1.037], [-0.737, 0.559, 0.853], [0.719, 0.634, -1.977], [0.363, 0.012, -0.527], [0.050, -0.334, -0.770], [0.504, 0.894, 2.100], [0.203, -0.206, -0.164], [-0.138, 0.027, -0.399]]}

{"formula": "C4H3BrO2", "method": "ωB97M-V/def2-TZVPD", "spin_multiplicity": 1, "gap_ev": [7.2, 7.5], "e_homo_ev": [-8.81, -8.57], "species": ["C", "C", "C", "C", "O", "O", "Br", "H", "H", "H"], "positions_angstrom": [[-0.30081, -0.03526, 0.08844], [-0.97957, 1.26526, 0.06852], [-0.69788, -1.30123, -0.12223], [-2.26377, 1.48776, 0.10306], [-1.75797, -2.08258, -0.19595], [-2.98630, -1.90494, 0.37858], [-3.57268, 0.35297, -0.06587], [0.71879, 0.00697, 0.11932], [-0.22016, 2.17562, 0.05085], [-0.02855, -2.06466, -0.47710]], "forces_ev_per_angstrom": [[-2.718, 0.223, -0.440], [2.817, 1.493, 0.384], [0.564, -0.356, 0.192], [0.428, 0.758, 0.262], [-2.585, -1.027, -0.561], [1.021, 0.498, 0.392], [-1.790, -0.381, -0.485], [2.588, 0.280, -0.159], [-1.834, -1.865, 0.090], [1.510, 0.376, 0.324]]}

{"formula": "C4H3Cl2FS", "method": "ωB97M-V/def2-TZVPD", "spin_multiplicity": 1, "smiles": "FC(Cl)(Cl)/C=C\\C=S", "gap_ev": 7.7, "e_homo_ev": -9.12, "species": ["F", "C", "Cl", "Cl", "C", "C", "C", "S", "H", "H", "H"], "positions_angstrom": [[-0.58241, -1.71585, 0.64835], [-1.42311, -0.71970, 0.34129], [-2.16941, -1.17872, -1.28614], [-2.81068, -0.60000, 1.50052], [-0.66054, 0.50238, 0.00716], [0.60529, 0.75336, -0.18745], [1.90999, 0.14524, 0.05679], [3.42554, 0.73814, -0.05107], [-1.05484, 1.35448, -0.52826], [0.89654, 1.75601, -0.50340], [1.86363, -1.03535, 0.00222]], "forces_ev_per_angstrom": [[-0.246, -0.041, 0.690], [-0.756, -0.365, -1.443], [0.100, -0.007, 0.587], [1.327, 0.102, -0.456], [-0.862, 0.990, -0.771], [4.073, 1.481, 1.063], [0.523, -4.567, -0.961], [-1.296, 0.318, 0.309], [-2.044, -0.306, 0.655], [-0.869, 0.216, -0.345], [0.051, 2.178, 0.673]]}